C22H72N6O14 | ωB97M-V with the def2-TZVPD basis set

Results
Kohn-Sham gap = 8.51 eV
ΔE to the lowest compared entry with this formula, charge and spin = 31.1 kcal per mole
Total energy = -61581.4759 eV
Spin multiplicity = 1

Positions of all 114 atoms, in Å:
C  -3.31  -3.92  -0.32
C  -1.89  -3.39  -0.43
O  -1.40  -2.83  0.78
H  -3.49  -4.46  0.63
H  -3.43  -4.56  -1.18
H  -4.04  -3.12  -0.28
H  -1.58  -2.71  -1.22
H  -1.24  -4.25  -0.56
H  -0.64  -2.25  0.55
C  1.38  -4.41  -0.43
C  1.06  -5.77  -1.01
O  1.54  -5.81  -2.33
H  2.40  -4.37  -0.40
H  0.91  -4.43  0.60
H  0.76  -3.72  -0.97
H  0.02  -6.02  -1.05
H  1.53  -6.70  -0.47
H  1.59  -6.72  -2.61
C  0.36  -1.53  3.29
C  -0.06  -1.79  4.70
O  1.13  -2.02  5.37
H  -0.55  -1.27  2.71
H  0.76  -2.48  3.06
H  1.08  -0.73  3.22
H  -0.73  -2.66  4.73
H  -0.49  -0.90  5.16
H  1.24  -2.97  5.45
C  3.42  2.87  1.51
C  2.45  3.21  2.63
O  2.82  4.35  3.35
H  3.37  3.62  0.74
H  3.15  1.87  1.08
H  4.40  2.82  1.84
H  2.44  2.38  3.34
H  1.47  3.31  2.22
H  2.65  5.07  2.72
C  -3.97  2.88  -0.46
C  -2.71  2.55  0.35
O  -2.22  1.43  -0.33
H  -4.49  3.78  -0.11
H  -4.70  2.11  -0.36
H  -3.87  2.99  -1.58
H  -2.91  2.43  1.42
H  -1.98  3.35  0.29
H  -2.67  0.68  0.05
C  3.43  0.00  -1.43
C  3.45  -1.07  -2.54
O  2.78  -2.20  -2.17
H  2.49  0.48  -1.40
H  4.24  0.73  -1.59
H  3.65  -0.46  -0.46
H  4.47  -1.24  -2.64
H  3.05  -0.71  -3.47
H  2.04  -2.30  -2.81
C  0.93  4.07  -0.54
C  1.53  3.49  -1.84
O  2.85  3.15  -1.60
H  0.74  3.31  0.22
H  0.02  4.64  -0.78
H  1.58  4.77  -0.04
H  1.39  4.20  -2.63
H  0.96  2.56  -2.06
H  3.34  3.10  -2.45
C  3.62  -2.51  3.59
C  3.38  -2.50  2.08
O  4.13  -3.63  1.68
H  3.08  -3.25  4.13
H  3.27  -1.59  4.08
H  4.64  -2.55  3.96
H  3.67  -1.57  1.61
H  2.37  -2.57  1.68
H  4.29  -3.49  0.77
C  -1.59  3.96  -2.94
O  -2.01  4.98  -2.07
N  -1.56  2.71  -2.65
N  -1.09  4.24  -4.09
H  -1.69  2.39  -1.67
H  -1.16  1.96  -3.26
H  -1.16  5.22  -4.43
H  -0.30  3.70  -4.33
C  -3.57  -0.18  1.83
O  -2.62  -0.05  2.84
N  -4.76  0.29  2.05
N  -3.34  -0.69  0.65
H  -4.88  0.73  2.94
H  -5.47  0.37  1.28
H  -2.46  -1.20  0.48
H  -4.04  -0.67  -0.08
C  -3.05  -0.22  -2.93
O  -1.80  -0.32  -2.36
N  -3.55  -1.20  -3.55
N  -3.67  0.95  -3.15
H  -3.07  -2.11  -3.52
H  -4.60  -1.22  -3.78
H  -3.12  1.73  -2.74
H  -4.67  1.07  -3.27
C  -0.35  1.92  4.63
O  -0.97  1.94  3.39
H  0.19  2.83  4.76
H  0.35  1.16  4.60
H  -1.06  1.62  5.38
H  -1.55  1.18  3.24
C  0.51  0.03  0.20
O  0.75  -1.34  -0.07
H  1.41  0.40  0.57
H  -0.36  0.09  0.92
H  0.27  0.69  -0.70
H  1.34  -1.44  -0.84
C  0.56  0.72  -4.13
O  0.68  2.04  -4.70
H  -0.38  0.24  -4.39
H  0.63  0.70  -3.07
H  1.41  0.07  -4.44
H  0.85  1.96  -5.68

Löwdin atomic charge list, values in e, 2 entries: C -0.06; C -0.32

C16H39AlBrCl6F5KNNaO10PS2 | ωB97M-V with the def2-TZVPD basis set

Results
Kohn-Sham gap = 2.70 eV
Total energy = -256252.3856 eV
Spin multiplicity = 1

Positions of all 84 atoms, in Å:
C  0.36  -2.33  1.86
C  -0.08  -2.78  0.43
C  0.96  -3.68  -0.34
N  1.51  -2.92  -1.51
S  3.02  -2.23  -1.26
O  3.37  -2.23  0.34
O  2.97  -0.61  -1.59
C  2.36  -0.33  -2.88
C  1.00  0.39  -2.56
C  1.34  1.68  -1.74
O  0.24  0.63  -3.72
H  -0.02  -3.05  2.61
H  -0.18  -1.37  2.08
H  1.44  -2.13  1.98
H  -0.39  -1.88  -0.14
H  -1.00  -3.39  0.55
H  1.73  -4.15  0.30
H  0.38  -4.53  -0.78
H  0.82  -2.28  -1.90
H  4.35  -2.36  0.34
H  2.08  -1.25  -3.45
H  3.03  0.27  -3.52
H  0.46  -0.27  -1.83
H  0.48  2.36  -1.64
H  2.26  2.19  -2.18
H  1.64  1.39  -0.71
H  -0.68  0.66  -3.43
Cl  1.00  1.60  1.66
C  1.17  3.33  2.15
C  2.20  4.05  1.33
Cl  3.87  3.48  1.66
H  1.41  3.36  3.21
H  0.13  3.82  1.99
H  2.19  5.14  1.56
H  2.01  3.92  0.27
F  2.89  6.35  2.70
K  3.10  4.31  -0.83
C  5.10  -4.45  -4.38
Cl  6.45  -4.50  -3.27
Cl  5.54  -3.35  -5.73
Cl  4.77  -6.06  -5.03
Cl  3.67  -3.83  -3.54
Br  -1.37  3.12  1.49
Na  7.97  -3.29  -6.43
C  -2.16  1.25  4.45
C  -3.17  1.22  5.60
C  -3.45  -0.25  5.93
S  -1.96  -1.15  5.47
O  -2.27  -2.04  4.37
O  -1.31  -1.62  6.67
C  -1.07  0.25  4.83
H  -1.75  2.25  4.29
H  -2.64  0.94  3.52
H  -2.74  1.72  6.47
H  -4.09  1.75  5.34
H  -3.65  -0.40  6.99
H  -4.27  -0.64  5.34
H  -0.46  -0.06  3.98
H  -0.44  0.64  5.63
C  -4.09  1.16  -3.63
O  -3.92  2.55  -3.35
P  -5.08  3.34  -2.58
O  -4.73  4.71  -2.21
O  -5.48  2.38  -1.38
C  -4.53  2.24  -0.30
O  -6.35  3.19  -3.54
C  -6.46  4.11  -4.63
H  -3.40  0.58  -3.01
H  -5.11  0.83  -3.44
H  -3.86  0.99  -4.68
H  -3.74  2.98  -0.35
H  -4.10  1.24  -0.35
H  -5.06  2.35  0.64
H  -6.53  3.54  -5.56
H  -5.61  4.79  -4.68
H  -7.37  4.70  -4.50
O  -4.17  -3.31  2.03
H  -3.61  -3.12  2.80
H  -4.45  -4.22  2.16
F  9.74  -5.73  0.54
Al  9.51  -4.35  -0.48
F  10.98  -3.43  -0.58
F  8.23  -3.35  0.15
F  9.05  -4.87  -2.08

Löwdin atomic charge list, values in e, 2 entries: C -0.09; C -0.20

C15H21N2O | ωB97M-V with the def2-TZVPD basis set

Results
Kohn-Sham gap = 8.48 eV
ΔE to the lowest compared entry with this formula, charge and spin = 33.7 kcal per mole
Total energy = -20916.1518 eV
Spin multiplicity = 1
Net charge = +1

Positions of all 39 atoms, in Å:
C  -0.47  2.08  2.20
C  -0.82  0.64  2.08
N  -2.01  0.16  1.77
C  -1.92  -1.30  2.05
C  -0.49  -1.67  2.27
N  0.14  -0.32  2.38
C  1.52  -0.09  2.38
C  2.46  -1.27  2.46
O  2.02  1.05  2.34
H  0.61  2.12  2.37
H  -0.72  2.66  1.30
H  -0.98  2.54  3.06
H  -2.51  -1.56  2.94
H  -2.31  -1.91  1.21
H  -0.30  -2.22  3.19
H  -0.06  -2.16  1.39
H  2.02  -2.27  2.51
H  3.12  -1.20  1.58
H  3.11  -1.11  3.34
C  -4.72  0.24  1.34
C  -3.68  1.32  1.11
C  -3.30  1.48  -0.32
C  -3.83  2.54  1.93
C  -3.43  3.83  1.46
C  -3.30  4.91  2.37
C  -3.70  4.74  3.71
C  -4.16  3.50  4.17
C  -4.26  2.41  3.28
H  -4.35  -0.50  2.07
H  -5.69  0.66  1.65
H  -4.89  -0.30  0.38
H  -2.49  2.20  -0.48
H  -3.00  0.50  -0.70
H  -4.21  1.80  -0.86
H  -3.30  4.04  0.37
H  -2.88  5.84  2.02
H  -3.69  5.60  4.39
H  -4.41  3.34  5.21
H  -4.73  1.47  3.58

Löwdin atomic charge list, values in e, 2 entries: C 0.03; C -0.24

C10H16 | ωB97M-V with the def2-TZVPD basis set

Results
Kohn-Sham gap = 10.03 eV
ΔE to the lowest compared entry with this formula, charge and spin = 13.5 kcal per mole
Total energy = -10629.1565 eV
Spin multiplicity = 1

Positions of all 26 atoms, in Å:
C  -1.88  -1.19  -0.08
C  -2.14  -2.40  0.79
C  -2.21  -1.43  -1.55
H  -2.24  -0.28  0.40
H  -0.79  -1.02  -0.08
H  -1.73  -3.36  0.47
H  -2.98  -2.19  -1.67
H  -3.22  -2.50  0.96
H  -1.86  -2.21  1.83
H  -2.56  -0.55  -2.09
H  -1.36  -1.81  -2.09
C  0.72  3.06  1.24
C  1.33  1.84  0.59
C  1.20  1.73  -0.80
C  2.03  0.85  1.27
C  1.62  0.60  -1.47
C  2.42  -0.29  0.57
C  2.26  -0.45  -0.80
H  0.02  3.56  0.59
H  1.53  3.75  1.50
H  0.77  2.54  -1.38
H  2.20  0.93  2.33
H  1.28  0.47  -2.49
H  2.91  -1.09  1.10
H  2.40  -1.38  -1.33
H  0.26  2.82  2.20

Löwdin atomic charge list, values in e, 2 entries: C -0.32; C -0.14

C5H8O2 | ωB97M-V with the def2-TZVPD basis set

Results
Kohn-Sham gap = 10.42 eV
ΔE to the lowest compared entry with this formula, charge and spin = 112.9 kcal per mole
Total energy = -9404.9359 eV
Spin multiplicity = 1

Positions of all 15 atoms, in Å:
O  -1.67  1.63  0.55
C  -1.36  0.89  -0.61
C  0.14  0.64  -0.77
C  0.78  -0.33  0.24
O  0.44  0.05  1.54
C  -0.16  -1.86  -0.10
C  1.07  -2.09  0.04
H  -1.28  1.15  1.29
H  -1.71  1.49  -1.46
H  -1.89  -0.07  -0.63
H  0.66  1.61  -0.68
H  0.36  0.25  -1.77
H  1.87  -0.22  0.10
H  0.70  -0.65  2.15
H  2.06  -2.48  0.13

Löwdin atomic charge list, values in e, 2 entries: O -0.07; C -0.28

CH2N3O3 | ωB97M-V with the def2-TZVPD basis set

Results
Kohn-Sham gap (alpha / beta) = 6.86 / 7.08 eV
ΔE to the lowest compared entry with this formula, charge and spin = 140.2 kcal per mole
Total energy = -11676.6701 eV
Spin multiplicity = 1
Net charge = -1

Positions of all 9 atoms, in Å:
C  -1.78  0.04  -0.32
N  0.88  0.11  0.64
N  2.86  -0.73  -0.58
N  0.41  -0.98  0.78
O  -1.18  -0.98  0.01
O  -2.89  0.27  -0.74
O  2.24  0.25  -0.53
H  -1.13  0.94  -0.05
H  0.60  1.09  0.78

Löwdin atomic charge list, values in e, 2 entries: C -0.63; N -0.14

CH7NSi | ωB97M-V with the def2-TZVPD basis set

Results
Kohn-Sham gap (alpha / beta) = 8.68 / 7.17 eV
ΔE to the lowest compared entry with this formula, charge and spin = 96.9 kcal per mole
Total energy = -10514.2027 eV
Spin multiplicity = 1

Positions of all 10 atoms, in Å:
C  -0.31  0.62  2.19
N  0.06  0.06  -2.23
Si  0.31  -0.83  -0.74
H  0.75  0.91  2.13
H  -1.02  1.41  2.22
H  -0.75  -0.11  2.77
H  -0.92  0.35  -2.45
H  0.75  0.09  -2.97
H  1.42  -0.24  -0.07
H  -0.30  -2.25  -0.87

Löwdin atomic charge list, values in e, 2 entries: C 0.01; N -0.25

C18H32AlO14 | ωB97M-V with the def2-TZVPD basis set

Results
Kohn-Sham gap = 6.34 eV
Total energy = -54450.0031 eV
Spin multiplicity = 1
Net charge = -1

Positions of all 65 atoms, in Å:
C  3.27  -2.42  0.36
O  2.57  -1.46  -0.38
C  1.51  -0.80  0.36
Al  -0.20  -1.85  0.65
O  0.15  -3.45  1.40
H  4.34  -2.23  0.24
H  3.03  -2.38  1.41
H  3.09  -3.44  0.02
H  1.97  -0.42  1.27
H  1.25  0.07  -0.23
H  -0.84  -2.17  -0.84
H  -1.28  -1.01  1.52
H  0.27  -4.08  0.66
C  -2.51  0.03  -4.99
C  -2.60  -0.25  -3.52
C  -3.76  0.41  -2.80
O  -3.24  0.60  -1.48
C  -1.88  0.67  -1.56
O  -1.17  0.96  -0.67
O  -1.48  0.31  -2.81
H  -1.69  -0.52  -5.45
H  -3.44  -0.25  -5.48
H  -2.33  1.10  -5.16
H  -2.59  -1.33  -3.33
H  -4.66  -0.20  -2.76
H  -4.00  1.39  -3.23
C  0.35  3.02  1.89
C  1.85  3.10  2.00
C  2.49  2.02  2.83
O  3.66  2.69  3.35
C  3.40  4.01  3.40
O  4.09  4.82  3.95
O  2.27  4.29  2.72
H  -0.04  3.79  1.23
H  0.05  2.04  1.50
H  -0.10  3.16  2.88
H  2.30  3.15  1.00
H  2.79  1.15  2.26
H  1.86  1.72  3.67
C  6.56  2.17  1.98
C  7.16  1.07  1.14
C  6.14  0.07  0.60
O  6.92  -1.14  0.52
C  7.91  -1.06  1.42
O  8.62  -1.97  1.73
O  8.01  0.20  1.91
H  7.31  2.91  2.27
H  5.78  2.67  1.41
H  6.13  1.76  2.89
H  7.76  1.47  0.32
H  5.74  0.33  -0.37
H  5.31  -0.09  1.29
C  -6.71  -2.63  0.27
C  -7.39  -1.60  -0.58
C  -8.71  -2.02  -1.21
O  -8.73  -1.26  -2.43
C  -7.45  -1.01  -2.79
O  -7.09  -0.58  -3.83
O  -6.62  -1.32  -1.77
H  -5.80  -2.24  0.72
H  -7.38  -2.96  1.07
H  -6.44  -3.50  -0.33
H  -7.50  -0.66  -0.04
H  -9.58  -1.77  -0.61
H  -8.73  -3.08  -1.45

Löwdin atomic charge list, values in e, 2 entries: C -0.15; O -0.28

C5H12NO | ωB97M-V with the def2-TZVPD basis set

Results
Kohn-Sham gap = 5.61 eV
ΔE to the lowest compared entry with this formula, charge and spin = 27.1 kcal per mole
Total energy = -8915.8901 eV
Spin multiplicity = 1
Net charge = -1

Positions of all 19 atoms, in Å:
C  -0.74  1.72  -0.20
C  -2.26  1.73  0.09
C  -0.07  0.45  0.39
N  -0.03  -0.63  -0.58
C  1.27  -1.24  -0.75
C  1.84  -2.05  0.45
O  3.17  -2.26  0.40
H  -0.45  1.81  -1.24
H  -0.36  2.52  0.44
H  -2.52  2.07  1.09
H  -2.67  2.54  -0.54
H  -2.74  0.84  -0.31
H  -0.68  0.20  1.26
H  0.92  0.71  0.78
H  -0.72  -1.34  -0.38
H  1.93  -0.40  -1.04
H  1.40  -1.93  -1.59
H  1.44  -1.70  1.43
H  1.27  -3.04  0.31

Löwdin atomic charge list, values in e, 2 entries: C -0.25; C -0.14

C15H17N2RuS2 | ωB97M-V with the def2-TZVPD basis set

Results
Kohn-Sham gap (alpha / beta) = 7.71 / 4.85 eV
ΔE to the lowest compared entry with this formula, charge and spin = 24.0 kcal per mole
Total energy = -43041.2908 eV
Spin multiplicity = 6
⟨S²⟩ = 8.7927
Net charge = +2

Positions of all 37 atoms, in Å:
C  -2.02  -0.65  -1.36
C  -1.67  0.63  -0.99
H  -2.98  -1.10  -1.01
H  -1.69  -1.14  -2.32
H  -1.10  1.30  -1.67
H  -2.46  1.21  -0.44
Ru  0.00  0.03  0.11
C  1.50  -1.31  -0.96
C  0.64  -0.52  -1.78
C  1.91  0.95  -0.55
C  2.31  -0.40  -0.21
H  -0.10  -0.92  -2.48
H  0.37  1.72  -2.04
H  2.33  1.87  -0.17
C  0.89  0.89  -1.55
H  3.01  -0.69  0.59
H  1.42  -2.40  -0.88
C  2.34  2.57  2.36
C  0.99  2.16  2.80
N  0.16  1.32  2.25
C  -0.98  1.08  2.98
C  -1.06  1.85  4.13
S  0.36  2.81  4.35
C  -1.79  0.00  2.55
C  -2.91  -0.58  3.12
S  -3.28  -2.13  2.40
C  -1.97  -1.92  1.26
N  -1.33  -0.78  1.48
C  -1.61  -2.95  0.26
H  2.81  3.20  3.13
H  2.98  1.70  2.21
H  2.29  3.13  1.41
H  -1.87  1.78  4.84
H  -3.48  -0.19  3.96
H  -1.32  -3.87  0.78
H  -2.43  -3.13  -0.45
H  -0.74  -2.62  -0.32

Löwdin atomic charge list, values in e, 2 entries: C -0.09; C -0.22

C3H4ClF | ωB97M-V with the def2-TZVPD basis set

Results
Kohn-Sham gap = 11.36 eV
ΔE to the lowest compared entry with this formula, charge and spin = 18.4 kcal per mole
Total energy = -18414.2774 eV
Spin multiplicity = 1

Positions of all 9 atoms, in Å:
C  0.63  -0.70  0.61
C  -0.65  -1.31  0.39
C  -0.20  -0.04  -0.40
H  0.85  -0.19  1.55
H  -1.38  -1.17  1.18
H  -0.80  -2.32  -0.05
H  0.34  -0.17  -1.40
F  1.79  -1.24  0.12
Cl  -0.82  1.61  -0.35

Löwdin atomic charge list, values in e, 2 entries: C -0.40; C -0.06

C5H15NOS | ωB97M-V with the def2-TZVPD basis set

Results
Kohn-Sham gap = 9.03 eV
ΔE to the lowest compared entry with this formula, charge and spin = 16.3 kcal per mole
Total energy = -19800.6280 eV
Spin multiplicity = 1

Positions of all 23 atoms, in Å:
C  -1.35  -0.82  -0.21
N  -0.77  -0.56  -1.50
C  -0.02  0.64  -1.85
C  1.34  0.86  -1.20
S  2.50  -0.53  -1.53
C  -0.53  -1.64  0.81
C  0.09  -0.82  1.96
H  -1.69  0.11  0.27
H  -2.27  -1.37  -0.43
H  -0.38  -1.40  -1.90
H  -0.66  1.50  -1.70
H  0.14  0.58  -2.93
H  1.87  1.72  -1.60
H  1.26  0.91  -0.11
H  2.22  -1.29  -0.46
H  0.26  -2.17  0.28
H  -1.19  -2.38  1.27
H  1.01  -0.33  1.68
H  -0.65  -0.11  2.33
H  0.43  -1.46  2.79
H  -0.34  2.18  1.71
H  -0.99  3.50  1.29
O  -0.28  2.88  1.05

Löwdin atomic charge list, values in e, 2 entries: C -0.24; N -0.09

C4H9NO | ωB97M-V with the def2-TZVPD basis set

Results
Kohn-Sham gap (alpha / beta) = 3.45 / 5.48 eV
ΔE to the lowest compared entry with this formula, charge and spin = 54.8 kcal per mole
Total energy = -7827.5708 eV
Spin multiplicity = 2
⟨S²⟩ = 0.8006
Net charge = -1

Positions of all 15 atoms, in Å:
C  0.30  -2.26  -1.41
C  -0.16  -1.12  -0.50
C  -0.16  0.19  -0.98
N  0.11  1.24  -0.13
C  1.02  2.12  -0.52
H  -0.31  -2.25  -2.33
H  1.35  -2.16  -1.68
H  0.18  -3.25  -0.96
H  -0.61  -1.29  0.48
H  -0.76  0.44  -1.86
H  1.97  1.81  -0.99
H  1.22  2.90  0.21
H  -2.13  1.05  3.70
H  -0.62  1.18  3.74
O  -1.40  1.41  3.22

Löwdin atomic charge list, values in e, 2 entries: C -0.20; C -0.24